This record from the OMol25 dataset describes 2 unconnected molecules or ions with the total composition C4H13N2O at a distorted geometry. The level of theory is wB97M-V/def2-TZVPD.

```
20
C4H13N2O (wB97M-V/def2-TZVPD)
C 5.707 0.954 -2.040
C 5.242 0.855 -0.547
C 6.100 -0.005 0.325
C 5.635 -1.394 0.629
N 4.550 -1.300 1.656
N 7.447 0.328 0.697
H 5.762 -0.024 -2.478
H 6.697 1.434 -2.061
H 4.938 1.560 -2.535
H 4.212 0.461 -0.494
H 5.195 1.876 -0.135
H 5.274 -1.844 -0.296
H 4.917 -1.577 2.567
H 6.444 -2.041 0.965
H 4.629 -0.267 1.630
H 7.466 1.125 1.322
H 8.043 0.557 -0.085
H -32.624 0.216 0.787
H -32.378 -0.856 -0.007
O -33.256 -0.060 0.100
```

Computed properties:
2S+1	2
gap between HOMO and LUMO (spin up / spin down)	8.138 / 9.762	eV
E	-344.81761	hartree
LUMO energy (spin up / spin down)	0.6 / 0.6	eV
charge	0
relative energy (zero: lowest compared OMol25 entry of this formula, charge and spin)	39.8	kcal/mol
<S²>	0.754


This record from the OMol25 dataset describes 2 unconnected molecules or ions with the total composition C4H13N2O at a distorted geometry. The level of theory is wB97M-V/def2-TZVPD.

```
20
C4H13N2O (wB97M-V/def2-TZVPD)
C 0.124 1.019 -0.055
C 1.346 0.097 0.030
C 1.114 -1.403 0.191
C 1.909 -2.320 -0.271
N 0.060 -1.797 1.230
N -1.198 0.232 -0.155
H 0.079 1.662 0.825
H 0.151 1.838 -0.760
H 1.994 0.494 0.872
H 1.868 0.216 -0.895
H 2.933 -1.901 -0.675
H 1.839 -3.445 -0.252
H -2.643 3.716 -1.268
H 0.465 -1.320 2.068
H 0.237 -2.763 1.498
H -1.166 -0.633 0.569
H -1.997 0.922 -0.318
H -1.109 -0.175 -1.195
H -3.379 2.859 -0.452
O -2.627 2.703 -0.987
```

Computed properties:
2S+1	2
gap between HOMO and LUMO (spin up / spin down)	3.511 / 9.891	eV
E	-344.75388	hartree
LUMO energy (spin up / spin down)	0.7 / 0.6	eV
charge	0
relative energy (zero: lowest compared OMol25 entry of this formula, charge and spin)	79.8	kcal/mol
<S²>	0.751


This record from the OMol25 dataset describes a molecular structure, C4H13N2O at a distorted geometry. The level of theory is wB97M-V/def2-TZVPD.

```
20
C4H13N2O (wB97M-V/def2-TZVPD)
C 2.439 0.932 0.017
C 1.720 0.070 0.984
C 0.622 -0.962 0.452
C -0.471 -0.503 -0.149
N -3.753 0.053 -1.349
N 3.130 0.023 -0.954
H 1.715 1.558 -0.522
H 3.231 1.502 0.502
H 2.350 -0.610 1.542
H 1.216 0.705 1.740
H 0.710 -1.955 0.891
H -0.924 -0.768 -1.106
H -3.392 -0.238 -0.403
H -4.851 0.082 -1.394
H -3.378 -0.667 -2.056
H 2.406 -0.344 -1.484
H 3.866 0.366 -1.560
H -1.491 0.043 1.018
H -2.462 0.595 2.326
O -2.684 0.116 1.504
```

Computed properties:
gap between HOMO and LUMO	4.299	eV
E	-344.42506	hartree
LUMO energy	-8.5	eV
charge	+1
relative energy (zero: lowest compared OMol25 entry of this formula, charge and spin)	214.5	kcal/mol


This record from the OMol25 dataset describes 2 unconnected molecules or ions with the total composition C4H13N2O at a distorted geometry. The level of theory is wB97M-V/def2-TZVPD.

```
20
C4H13N2O (wB97M-V/def2-TZVPD)
C -1.841 0.168 1.595
C 2.042 0.494 -0.340
C -0.991 -1.129 1.300
C 0.884 0.925 -1.220
N 0.644 0.417 -2.433
N -0.445 -1.182 -0.068
O 0.076 1.846 -0.709
H -2.768 0.063 0.873
H -2.221 -0.066 2.500
H -1.188 1.097 1.515
H 1.509 0.164 0.550
H 2.703 1.263 -0.015
H 2.773 -0.253 -0.595
H -1.496 -2.023 1.480
H -0.133 -1.125 1.957
H 1.136 -0.381 -2.715
H -0.266 0.626 -2.754
H 0.189 -2.022 -0.116
H -0.990 -1.119 -0.872
H 0.381 2.237 0.069
```

Computed properties:
gap between HOMO and LUMO	9.160	eV
E	-344.67217	hartree
LUMO energy	-3.9	eV
charge	+1
relative energy (zero: lowest compared OMol25 entry of this formula, charge and spin)	59.4	kcal/mol


This record from the OMol25 dataset describes 2 unconnected molecules or ions with the total composition C4H13N2O at a distorted geometry. The level of theory is wB97M-V/def2-TZVPD.

```
20
C4H13N2O (wB97M-V/def2-TZVPD)
C -0.397 -1.068 -1.692
C -1.260 -1.633 -0.620
N 1.050 -1.300 -1.529
H -0.524 -1.385 -2.786
H -0.346 0.120 -1.805
H -1.638 -0.871 0.204
H -0.738 -2.465 -0.079
H 1.226 -2.400 -1.594
H 1.724 -0.680 -2.031
H 1.133 -1.013 -0.423
H -2.158 -2.043 -1.101
C -0.220 1.763 2.551
C 0.346 1.100 1.296
O 0.296 -0.038 0.957
N 0.859 1.969 0.315
H 0.514 1.486 3.341
H -1.185 1.225 2.820
H 0.671 1.465 -0.621
H 1.021 2.918 0.436
H -0.375 2.849 2.360
```

Computed properties:
gap between HOMO and LUMO	10.712	eV
E	-344.68055	hartree
LUMO energy	-3.4	eV
charge	+1
relative energy (zero: lowest compared OMol25 entry of this formula, charge and spin)	54.1	kcal/mol


This record from the OMol25 dataset describes 2 unconnected molecules or ions with the total composition C4H13N2O at a distorted geometry. The level of theory is wB97M-V/def2-TZVPD.

```
20
C4H13N2O (wB97M-V/def2-TZVPD)
N 3.326 1.038 1.039
C -0.073 0.623 -0.775
C -0.887 0.623 0.385
C -2.193 -0.248 0.216
O -2.891 -0.064 1.396
C 0.253 -0.583 -1.484
N 0.497 -1.770 -0.607
H 2.785 1.316 1.830
H 2.927 0.970 0.125
H 4.177 0.530 1.196
H -0.040 1.585 -1.294
H -0.483 0.284 1.351
H -1.207 1.621 0.685
H -2.758 0.088 -0.637
H -1.974 -1.290 0.024
H -3.795 0.239 1.225
H 1.076 -0.481 -2.191
H -0.635 -0.861 -2.082
H 0.471 -1.478 0.362
H 1.424 -2.142 -0.765
```

Computed properties:
gap between HOMO and LUMO	5.667	eV
E	-344.58245	hartree
LUMO energy	-7.1	eV
charge	+1
relative energy (zero: lowest compared OMol25 entry of this formula, charge and spin)	115.7	kcal/mol


This record from the OMol25 dataset describes 2 unconnected molecules or ions with the total composition C4H13N2O at a distorted geometry. The level of theory is wB97M-V/def2-TZVPD.

```
20
C4H13N2O (wB97M-V/def2-TZVPD)
C 2.184 0.372 -2.391
C 1.055 0.011 -1.569
O 0.307 0.797 -0.999
N 1.092 -1.371 -1.265
H 1.981 1.424 -2.840
H 2.085 -0.270 -3.339
H 0.577 -1.819 -0.554
H 1.594 -1.938 -1.877
H 3.191 0.262 -1.839
C -1.752 0.155 1.926
C -0.529 0.868 2.200
N -1.806 -0.346 0.475
H -1.922 -0.957 2.496
H -2.583 0.860 2.200
H 0.284 0.410 2.720
H -0.403 1.699 2.961
H -1.311 0.391 -0.232
H -1.263 -1.165 0.404
H -2.867 -0.595 0.294
H 0.088 1.211 1.230
```

Computed properties:
gap between HOMO and LUMO	11.058	eV
E	-344.66343	hartree
LUMO energy	-3.4	eV
charge	+1
relative energy (zero: lowest compared OMol25 entry of this formula, charge and spin)	64.9	kcal/mol


This record from the OMol25 dataset describes a gas-phase ion, C4H13N2O (charge +1) at a distorted geometry. The level of theory is wB97M-V/def2-TZVPD.

```
20
C4H13N2O (wB97M-V/def2-TZVPD)
C 0.746 1.519 0.412
C -1.524 -0.662 0.605
C 0.546 0.371 -0.559
C -0.094 -0.843 0.120
N 0.737 -1.258 1.173
N -0.318 0.768 -1.714
O -0.123 -1.946 -1.026
H -0.203 1.917 0.762
H 1.329 2.319 -0.033
H 1.287 1.147 1.278
H -1.921 -1.628 0.907
H -2.187 -0.269 -0.160
H -1.533 -0.015 1.477
H 1.506 0.048 -0.970
H 0.363 -2.027 1.714
H 1.685 -1.463 0.891
H -1.174 1.216 -1.364
H -0.557 -0.111 -2.203
H 0.164 1.416 -2.345
H -0.313 -2.797 -0.628
```

Computed properties:
gap between HOMO and LUMO	10.475	eV
SMILES	C[C@H]([NH3+])[C@](C)(N)O
E	-344.72382	hartree
LUMO energy	-3.4	eV
charge	+1
relative energy (zero: lowest compared OMol25 entry of this formula, charge and spin)	27.0	kcal/mol


This record from the OMol25 dataset describes 2 unconnected molecules or ions with the total composition C4H13N2O at a distorted geometry. The level of theory is wB97M-V/def2-TZVPD.

```
20
C4H13N2O (wB97M-V/def2-TZVPD)
C -1.644 -1.021 -1.191
C -1.375 -0.103 0.975
C 2.654 0.812 -0.030
C 2.499 -0.623 0.332
N -1.169 -1.303 0.121
N 1.327 1.522 0.003
O 1.534 -1.260 0.692
H -2.733 -1.073 -1.178
H -1.339 -0.008 -1.514
H -1.305 -1.673 -1.965
H -1.777 -0.079 1.986
H -0.303 0.108 0.961
H -1.677 0.706 0.435
H 3.507 1.052 0.564
H 2.924 0.815 -1.162
H 3.451 -1.219 0.219
H 1.418 2.480 -0.310
H -1.772 -2.087 0.375
H -0.138 -1.547 -0.059
H 1.253 1.745 0.948
```

Computed properties:
gap between HOMO and LUMO	11.126	eV
E	-344.64229	hartree
LUMO energy	-2.9	eV
charge	+1
relative energy (zero: lowest compared OMol25 entry of this formula, charge and spin)	78.2	kcal/mol


This record from the OMol25 dataset describes a gas-phase ion, C4H13N2O (charge +2) at a distorted geometry. The level of theory is wB97M-V/def2-TZVPD.

```
20
C4H13N2O (wB97M-V/def2-TZVPD)
N -0.241 -1.513 -1.530
C 0.039 -0.704 -0.385
C 1.475 -0.093 -0.310
C 1.604 1.088 0.610
O 0.971 0.752 1.851
C -1.019 0.418 -0.116
N -2.490 -0.052 -0.187
H -2.577 -0.890 -0.773
H -0.688 -2.425 -1.334
H 0.552 -1.644 -2.170
H -0.136 -1.395 0.444
H 1.825 0.107 -1.328
H 2.012 -0.969 0.079
H 1.119 1.977 0.200
H 2.662 1.275 0.805
H 1.600 0.796 2.580
H -0.953 0.717 0.932
H -0.926 1.338 -0.677
H -2.801 -0.382 0.726
H -3.149 0.640 -0.543
```

Computed properties:
2S+1	2
gap between HOMO and LUMO (spin up / spin down)	10.486 / 5.026	eV
E	-344.20379	hartree
LUMO energy (spin up / spin down)	-7.8 / -13.2	eV
charge	+2
relative energy (zero: lowest compared OMol25 entry of this formula, charge and spin)	63.2	kcal/mol
<S²>	0.755


This record from the OMol25 dataset describes 2 unconnected molecules or ions with the total composition C4H13N2O at a distorted geometry. The level of theory is wB97M-V/def2-TZVPD.

```
20
C4H13N2O (wB97M-V/def2-TZVPD)
C -0.849 -1.105 -0.873
C -1.026 -0.246 0.361
C 0.113 -0.279 1.339
C 0.599 0.935 1.895
N 0.541 -1.452 1.772
N 0.273 -0.556 -1.800
H -0.553 -2.122 -0.671
H -1.700 -1.114 -1.546
H -1.914 -0.639 0.868
H -1.355 0.762 0.114
H -0.174 1.692 1.933
H 1.614 0.977 2.291
H 1.158 2.645 -1.874
H -0.043 -2.270 1.942
H 1.391 -1.460 2.328
H 1.006 -0.219 -1.173
H 0.459 -1.264 -2.504
H -0.068 0.335 -2.201
H 0.110 3.074 -0.853
O 0.419 2.306 -1.349
```

Computed properties:
2S+1	2
gap between HOMO and LUMO (spin up / spin down)	10.424 / 8.799	eV
E	-344.27252	hartree
LUMO energy (spin up / spin down)	-8.3 / -10.7	eV
charge	+2
relative energy (zero: lowest compared OMol25 entry of this formula, charge and spin)	20.0	kcal/mol
<S²>	0.763


This record from the OMol25 dataset describes 2 unconnected molecules or ions with the total composition C4H13N2O2 at a distorted geometry. The level of theory is wB97M-V/def2-TZVPD.

```
21
C4H13N2O2 (wB97M-V/def2-TZVPD)
N -1.479 2.168 -1.677
C -1.119 0.861 -2.200
C -1.177 -0.352 -1.299
N 0.029 -0.378 -0.422
C -0.189 -1.432 0.610
C -0.100 -1.027 2.156
O 0.497 -2.051 2.833
H -0.923 2.601 -0.945
H -2.319 2.158 -1.067
H -1.880 0.705 -2.977
H -0.146 0.852 -2.760
H -0.979 -1.227 -1.953
H -2.061 -0.653 -0.728
H 0.355 0.524 -0.099
H 0.639 -2.124 0.543
H -1.058 -2.056 0.421
H 0.570 -0.141 2.079
H -1.152 -0.945 2.470
H 3.711 1.007 0.198
H 2.784 1.830 -0.674
O 3.026 1.686 0.241
```

Computed properties:
gap between HOMO and LUMO	5.334	eV
E	-420.11738	hartree
LUMO energy	3.3	eV
charge	-1
relative energy (zero: lowest compared OMol25 entry of this formula, charge and spin)	63.7	kcal/mol